Entry 1:
2 unconnected molecules or ions with the total composition C24H28N4O4S at a distorted geometry, computed with wB97M-V/def2-TZVPD.

CARTESIAN COORDINATES (ANGSTROEM)
C: 1.785 5.647 -0.979
N: 2.527 4.599 -0.307
C: 3.957 4.620 -0.555
C: 1.876 3.451 0.170
C: 1.361 2.475 -0.712
C: 0.806 1.308 -0.220
C: 0.735 1.070 1.172
C: 0.267 -0.193 1.710
C: 0.712 -1.451 1.420
C: -0.030 -2.565 1.994
O: -1.108 -2.426 2.583
N: 0.525 -3.855 1.852
C: -0.229 -4.904 2.525
C: 1.537 -4.204 0.966
S: 2.016 -5.769 0.609
N: 2.166 -3.120 0.369
C: 3.327 -3.429 -0.468
C: 1.943 -1.757 0.682
O: 2.753 -0.896 0.329
C: 1.086 2.128 2.043
C: 1.702 3.267 1.564
H: 0.737 5.622 -0.650
H: 2.224 6.622 -0.722
H: 1.829 5.534 -2.075
H: 4.449 3.835 0.033
H: 4.179 4.465 -1.625
H: 4.362 5.601 -0.271
H: 1.457 2.629 -1.791
H: 0.425 0.546 -0.901
H: -0.493 -0.147 2.489
H: 0.288 -5.838 2.312
H: -0.232 -4.715 3.605
H: -1.257 -4.947 2.147
H: 3.735 -2.493 -0.840
H: 4.070 -3.976 0.121
H: 3.012 -4.088 -1.283
H: 0.903 1.996 3.113
H: 2.060 4.051 2.234
C: -1.643 3.594 -2.885
C: -2.228 2.860 -1.699
O: -2.011 1.450 -1.988
C: -2.561 0.592 -1.075
C: -2.369 -0.756 -1.482
N: -2.848 -1.826 -0.770
C: -3.725 -1.678 0.289
C: -4.044 -2.764 1.071
C: -3.581 -4.038 0.744
C: -2.783 -4.185 -0.397
C: -2.455 -3.093 -1.162
O: -3.108 1.008 -0.048
H: -1.521 4.653 -2.647
H: -0.676 3.179 -3.198
H: -2.337 3.526 -3.736
H: -1.722 3.133 -0.761
H: -3.304 3.063 -1.606
H: -1.787 -0.981 -2.367
H: -4.045 -0.668 0.512
H: -4.653 -2.581 1.955
H: -3.833 -4.897 1.365
H: -2.394 -5.159 -0.699
H: -1.836 -3.123 -2.057

Values from the calculation:
total energy	-50326.8545	eV
multiplicity	1
gap between HOMO and LUMO	0.2247	hartree
energy relative to the best compared isomer or geometry (same formula, charge and spin)	388.2	kJ/mol

Here are the natural (NBO) charges for atoms 1 to 5, given in e: atom 1 (C): -0.3940, atom 2 (N): -0.4986, atom 3 (C): -0.3923, atom 4 (C): 0.1747, atom 5 (C): -0.1852

=====

Entry 2:
2 unconnected molecules or ions with the total composition C42H37BF6N2O2S at a distorted geometry, computed with wB97M-V/def2-TZVPD.

CARTESIAN COORDINATES (ANGSTROEM)
C: -2.777 -3.295 9.844
N: -2.078 -2.054 9.518
C: -1.836 -1.824 8.164
C: -2.246 -2.782 7.257
C: -2.386 -2.437 5.851
B: -3.874 -1.855 5.846
O: -4.183 -0.630 6.409
C: -4.766 0.030 5.254
C: -5.164 -1.087 4.277
O: -4.729 -2.335 4.878
C: -1.570 -1.285 5.345
C: -1.147 -1.236 3.946
C: -0.039 -2.135 3.653
C: 1.264 -1.638 3.428
C: 2.380 -2.459 3.503
C: 2.259 -3.819 3.884
N: 3.369 -4.668 3.973
C: 3.163 -6.089 3.695
C: 4.669 -4.284 4.334
C: 5.728 -5.223 4.240
C: 7.041 -4.858 4.521
C: 7.349 -3.556 4.928
C: 6.303 -2.629 5.088
C: 4.979 -3.005 4.844
C: 0.950 -4.337 4.030
C: -0.169 -3.545 3.816
C: -1.029 -0.430 6.317
C: -1.172 -0.653 7.696
C: -1.901 -1.131 10.559
C: -1.615 -1.611 11.861
C: -1.600 -0.742 12.950
C: -1.874 0.623 12.770
C: -2.155 1.107 11.484
C: -2.163 0.241 10.386
H: -3.644 -3.418 9.183
H: -2.115 -4.165 9.739
H: -3.143 -3.237 10.870
H: -2.463 -3.809 7.560
H: -2.366 -3.292 5.176
H: -5.628 0.620 5.578
H: -4.012 0.695 4.797
H: -6.253 -1.098 4.138
H: -4.661 -0.942 3.301
H: -1.248 -0.278 3.461
H: 1.402 -0.569 3.238
H: 3.354 -2.061 3.245
H: 3.878 -6.448 2.942
H: 3.298 -6.676 4.611
H: 2.162 -6.254 3.304
H: 5.530 -6.256 3.952
H: 7.834 -5.606 4.424
H: 8.377 -3.269 5.131
H: 6.522 -1.615 5.411
H: 4.179 -2.294 5.058
H: 0.804 -5.388 4.293
H: -1.156 -3.996 3.793
H: -0.396 0.397 6.002
H: -0.729 0.040 8.398
H: -1.442 -2.679 12.015
H: -1.393 -1.131 13.949
H: -1.869 1.301 13.621
H: -2.388 2.160 11.329
H: -2.425 0.622 9.394
C: -5.072 0.585 -0.158
C: -3.961 -0.173 0.459
C: -3.598 -1.497 0.261
C: -2.316 -1.815 0.780
C: -1.669 -0.701 1.356
C: -0.304 -0.308 1.037
C: 0.123 1.027 1.201
C: 1.354 1.425 0.716
C: 1.728 2.879 0.852
F: 3.044 3.110 0.587
F: 0.996 3.671 0.000
F: 1.482 3.341 2.123
C: 2.221 0.516 0.104
C: 1.815 -0.817 0.006
C: 2.717 -1.867 -0.584
F: 3.151 -2.742 0.395
F: 2.063 -2.635 -1.512
F: 3.827 -1.355 -1.175
C: 0.585 -1.235 0.465
S: -2.840 0.623 1.496
H: -5.509 0.003 -0.974
H: -5.845 0.811 0.584
H: -4.708 1.542 -0.547
H: -4.233 -2.173 -0.317
H: -1.840 -2.785 0.692
H: -0.526 1.767 1.675
H: 3.172 0.831 -0.293
H: 0.281 -2.278 0.356

Values from the calculation:
total energy	-79044.2158	eV
SMILES	CN(C1=C[C@@H](B2OCCO2)/C(=C\c2ccc(N(C)c3ccccc3)cc2)C=C1)c1ccccc1.Cc1ccc(-c2cc(C(F)(F)F)cc(C(F)(F)F)c2)s1
multiplicity	1
gap between HOMO and LUMO	0.2065	hartree
energy relative to the best compared isomer or geometry (same formula, charge and spin)	174.2	kJ/mol

Here are the Löwdin charges for atoms 1 to 5, given in e: atom 1 (C): -0.0498, atom 2 (N): -0.0734, atom 3 (C): -0.2058, atom 4 (C): 0.0113, atom 5 (C): -0.1190

=====

Entry 3:
A molecular structure, CH2NO3PS at a distorted geometry, computed with wB97M-V/def2-TZVPD.

CARTESIAN COORDINATES (ANGSTROEM)
C: 0.026 0.815 -0.150
N: -0.871 1.098 0.701
O: 1.010 -1.418 0.853
O: 1.057 -1.368 -1.765
O: -1.183 -1.481 -0.425
P: 0.405 -0.956 -0.452
S: 1.730 2.497 -0.314
H: -1.420 -1.091 0.323
H: -0.754 1.904 1.231

Values from the calculation:
total charge	-2
total energy	-28825.9557	eV
multiplicity	1
gap between HOMO and LUMO (spin up / spin down)	0.2217 / 0.2217	hartree
energy relative to the best compared isomer or geometry (same formula, charge and spin)	368.3	kJ/mol

Here are the natural (NBO) charges for atoms 1 to 5, given in e: atom 1 (C): -0.0091, atom 2 (N): -0.7710, atom 3 (O): -1.1700, atom 4 (O): -1.1622, atom 5 (O): -1.0037

=====

Entry 4:
A molecular structure, C13H16Cl2N2Tm at a distorted geometry, computed with wB97M-V/def2-TZVPD.

CARTESIAN COORDINATES (ANGSTROEM)
Tm: -1.314 0.759 -1.467
Cl: 0.744 2.105 -1.761
Cl: -3.355 -0.313 -0.603
C: -2.336 2.421 -2.310
H: -3.373 2.672 -1.981
H: -1.827 3.164 -2.954
C: 0.485 -2.610 -0.402
C: 0.089 -1.866 -1.399
H: -0.162 -2.832 0.453
C: 1.070 -1.285 -2.393
H: -0.983 -1.748 -1.677
C: 2.218 -2.279 -2.612
H: 0.540 -1.065 -3.335
H: 1.437 -0.329 -1.967
C: 2.871 -2.779 -1.333
H: 1.792 -3.118 -3.162
H: 2.965 -1.885 -3.293
C: 1.897 -3.137 -0.201
H: 3.484 -3.652 -1.553
H: 3.560 -2.015 -0.971
H: 1.857 -4.236 -0.131
H: 2.374 -2.900 0.771
N: -3.374 4.496 3.465
C: -2.578 3.692 3.158
C: -1.604 2.689 2.770
C: -0.640 2.248 3.683
C: 0.280 1.300 3.238
C: 0.191 0.832 1.924
N: -0.772 1.199 1.058
C: -1.629 2.144 1.478
H: -0.627 2.642 4.693
H: 1.058 0.934 3.898
H: 0.938 0.137 1.544
H: -2.367 2.476 0.740

Values from the calculation:
total charge	-1
total energy	-71296.0688	eV
multiplicity	3
gap between HOMO and LUMO (spin up / spin down)	0.1388 / 0.1401	hartree
energy relative to the best compared isomer or geometry (same formula, charge and spin)	0.0	kJ/mol
<S²>	2.003

Here are the natural (NBO) charges for atoms 1 to 5, given in e: atom 1 (Tm): 1.3121, atom 2 (Cl): -0.6546, atom 3 (Cl): -0.6433, atom 4 (C): -1.4504, atom 5 (H): 0.1784

=====

Which of these has the highest total energy?
CH2NO3PS

=====

multiplicity of number 4 (C13H16Cl2N2Tm)?
3

=====

Repeat the third record exactly.
A molecular structure, CH2NO3PS at a distorted geometry, computed with wB97M-V/def2-TZVPD.

CARTESIAN COORDINATES (ANGSTROEM)
C: 0.026 0.815 -0.150
N: -0.871 1.098 0.701
O: 1.010 -1.418 0.853
O: 1.057 -1.368 -1.765
O: -1.183 -1.481 -0.425
P: 0.405 -0.956 -0.452
S: 1.730 2.497 -0.314
H: -1.420 -1.091 0.323
H: -0.754 1.904 1.231

Values from the calculation:
total charge	-2
total energy	-28825.9557	eV
multiplicity	1
gap between HOMO and LUMO (spin up / spin down)	0.2217 / 0.2217	hartree
energy relative to the best compared isomer or geometry (same formula, charge and spin)	368.3	kJ/mol

Here are the natural (NBO) charges for atoms 1 to 5, given in e: atom 1 (C): -0.0091, atom 2 (N): -0.7710, atom 3 (O): -1.1700, atom 4 (O): -1.1622, atom 5 (O): -1.0037